DFT (wB97M-V/def2-TZVPD) results for a molecular structure, C30H44Cl2CrN6O6SSi2 in a non-equilibrium geometry.

* highest occupied orbital energy (spin up / spin down): -4.19 / -4.15 eV
* ⟨S²⟩: 0.796

```
! RIJCOSX wB97M-V def2-TZVPD def2/J DEFGRID3
* xyz -1 2
Cr 0.4720 -0.3208 -0.1278
C -0.1278 -2.7971 2.9180
Si -1.5288 -1.9751 1.9475
C -2.1022 -0.4657 2.9013
C -2.9705 -3.1850 2.1387
N -1.0205 -1.5622 0.3488
C -1.6132 -1.9560 -0.8461
C -2.3877 -3.1096 -1.0364
C -2.9455 -3.4274 -2.2680
C -2.7044 -2.6124 -3.3648
C -1.8966 -1.4942 -3.2211
C -1.3406 -1.1360 -1.9854
N -0.5107 -0.0501 -1.7705
Si -0.2469 1.2270 -2.9173
C -1.8503 1.8788 -3.6661
C 0.5591 2.7184 -2.1214
C 0.8731 0.6176 -4.3088
H -0.5351 -3.3727 3.7539
H 0.5688 -2.0612 3.3246
H 0.4363 -3.4833 2.2797
H -1.9153 -0.5821 3.9740
H -3.1734 -0.3128 2.7551
H -1.6099 0.4372 2.5430
H -3.2592 -3.1644 3.1943
H -2.7089 -4.2157 1.8872
H -3.8438 -2.8984 1.5489
H -2.5476 -3.7764 -0.2034
H -3.5524 -4.3196 -2.3682
H -3.1254 -2.8523 -4.3340
H -1.6758 -0.8852 -4.0882
H -2.4740 2.2811 -2.8641
H -2.4430 1.1413 -4.2073
H -1.6081 2.6965 -4.3515
H 0.3682 2.7255 -1.0464
H 0.1497 3.6406 -2.5429
H 1.6408 2.7196 -2.2672
H 0.5133 -0.3081 -4.7653
H 1.8706 0.4355 -3.8992
H 0.9667 1.3694 -5.0984
C 3.9764 -1.6515 2.7014
O 3.6372 -2.4278 1.5337
C 2.5476 -2.0089 0.9044
O 1.8151 -1.1316 1.3219
N 2.3155 -2.6948 -0.2499
N 1.3535 -2.1202 -1.0927
H 4.9730 -1.9766 2.9815
H 3.2665 -1.8575 3.5005
H 3.9641 -0.5902 2.4599
H 3.0967 -3.1842 -0.6585
H 0.6393 -2.7916 -1.3602
H 1.7818 -1.6753 -1.9005
O 3.1986 1.1924 0.5950
N 3.2773 0.8404 -0.5618
O 2.2032 0.3083 -1.0533
C -3.2658 2.9453 -0.1415
S -3.2841 1.1471 -0.0411
C -5.0608 0.8754 -0.2099
H -3.6426 3.2825 -1.1085
H -2.2273 3.2496 -0.0071
H -3.8591 3.3823 0.6628
H -5.6090 1.3566 0.6019
H -5.2266 -0.2007 -0.1679
H -5.4224 1.2484 -1.1694
Cl 1.0030 5.8210 3.2259
C 2.2725 5.0967 2.2923
C 2.4854 5.5781 1.0132
C 3.5691 5.1457 0.2685
C 4.4537 4.2376 0.8231
C 4.2123 3.7419 2.0869
Cl 5.3484 2.5977 2.7588
C 3.0944 4.1075 2.8518
N 2.9083 3.5603 4.1064
C 1.6488 3.2719 4.7264
C 1.4015 3.8848 5.9520
C 0.2435 3.6264 6.6604
C -0.6861 2.7400 6.1310
C -0.4296 2.1219 4.9211
C 0.7394 2.3604 4.1943
C 0.9320 1.6005 2.9101
C 0.0807 2.1260 1.7419
O -0.4436 3.2265 1.8082
O -0.0808 1.3162 0.7504
H 1.7933 6.3065 0.6142
H 3.7229 5.5129 -0.7368
H 5.3127 3.8828 0.2716
H 3.6389 2.9155 4.3632
H 2.1341 4.5904 6.3226
H 0.0640 4.1177 7.6085
H -1.6069 2.5306 6.6613
H -1.1537 1.4292 4.5101
H 0.6230 0.5642 3.0676
H 1.9684 1.5699 2.5707
*
```

---

DFT (wB97M-V/def2-TZVPD) results for a molecular structure, C3H3Br9 in a non-equilibrium geometry.

* highest occupied orbital energy: -10.25 eV
* relative energy (zero: lowest compared OMol25 entry of this formula, charge and spin): 0.954 eV

```
! RIJCOSX wB97M-V def2-TZVPD def2/J DEFGRID3
* xyz 0 1
C -9.6353 0.2708 6.3560
Br -9.6923 -0.6692 4.6044
Br -11.0398 -0.4482 7.5252
Br -9.9482 2.1754 5.8689
H -8.5928 0.1068 6.6289
C -4.7979 -2.3958 8.1351
Br -5.3288 -2.5062 10.0396
Br -6.4738 -1.7974 7.1390
Br -4.1328 -4.1650 7.4344
H -4.0621 -1.6153 7.9410
C -1.9773 0.1498 7.7468
Br -0.9994 -1.5380 7.1920
Br -0.8702 1.6010 7.0969
Br -2.3413 0.2995 9.7031
H -2.9303 0.0388 7.2295
*
```

---

DFT (wB97M-V/def2-TZVPD) results for C10H10O3 in the gas phase in a non-equilibrium geometry.

* highest occupied orbital energy: -7.88 eV
* relative energy (zero: lowest compared OMol25 entry of this formula, charge and spin): 3.104 eV

```
! RIJCOSX wB97M-V def2-TZVPD def2/J DEFGRID3
* xyz 0 1
C 1.4451 -2.8000 0.0607
C 0.4524 -2.3166 0.9084
C 2.0357 -1.8838 -0.8088
C -0.1104 -1.0321 0.6993
C 1.5564 -0.5646 -0.8378
C 0.4245 -0.0829 -0.1052
C 2.2975 0.3193 -1.6789
C -0.2734 1.1682 -0.2435
C -0.1141 1.9446 1.0436
C -1.6695 1.2216 -0.8603
O 2.8794 1.3661 -1.1079
O -1.1710 2.4772 1.5297
O 1.0071 2.1711 1.4665
H 1.8769 -3.7698 0.3233
H 0.1051 -2.9696 1.6871
H 3.0719 -1.9637 -1.2105
H -0.9803 -0.7118 1.3239
H 0.3343 1.7311 -0.9739
H -2.2218 0.3156 -1.1119
H -1.5893 1.6229 -1.8143
H -2.1883 1.8058 -0.1754
H -0.7900 2.9382 2.3230
H 3.0354 1.5849 -0.1371
*
```

---

DFT (wB97M-V/def2-TZVPD) results for 2 unconnected molecules or ions with the total composition C14H34NO6P2S in a non-equilibrium geometry.

* highest occupied orbital energy: -3.76 eV

```
! RIJCOSX wB97M-V def2-TZVPD def2/J DEFGRID3
* xyz -1 1
C 4.2532 1.0171 4.6495
C 4.5786 0.0256 3.5375
O 4.5478 0.6994 2.3054
C 4.1917 -0.1729 1.2218
C 2.6988 -0.0693 0.9621
P 2.1966 1.1294 -0.4549
O 2.7671 2.5100 0.4201
C 0.4129 1.1767 0.2830
C 0.2100 2.1161 1.4583
C -1.1264 1.8993 2.1897
C -1.2586 0.5267 2.8334
N -0.6840 0.5309 4.2131
C 0.0863 -0.5575 4.5332
C -0.0661 -1.1385 5.9236
O 0.8779 -1.0304 3.8144
P 1.5446 -0.5972 -1.8193
S 0.4642 0.1115 -3.3410
H 3.2628 0.8283 5.0465
H 4.2462 2.0335 4.2797
H 4.9521 0.9274 5.4716
H 3.8383 -0.7727 3.5844
H 5.5747 -0.4032 3.6912
H 4.7972 0.1221 0.3670
H 4.4742 -1.1954 1.4701
H 2.3103 -1.0604 0.7188
H 2.2334 0.2075 1.8969
H 3.5194 0.9881 -1.0747
H 1.8183 1.9991 -1.5527
H 2.4467 3.3179 0.0035
H 0.1440 0.1495 0.5269
H -0.2733 1.4753 -0.5102
H 0.9781 2.0301 2.2138
H 0.1708 3.1205 1.0582
H -1.9792 2.1533 1.5669
H -1.1272 2.6044 3.0185
H -2.3204 0.3185 2.9493
H -0.8570 -0.2732 2.2312
H -1.4614 0.5692 4.8578
H 0.6987 -0.7074 6.5632
H -1.0398 -0.9445 6.3693
H 0.0973 -2.2042 5.8909
H 2.6752 -1.2155 -2.4098
H 0.8015 -1.5703 -1.0941
C -5.2046 -2.6934 -7.7522
C -5.2452 -1.1866 -7.5995
O -5.3058 -0.7898 -6.2272
C -4.1478 -0.8900 -5.5504
O -3.0987 -1.2620 -6.0066
O -4.3744 -0.5086 -4.2972
C -3.2454 -0.6320 -3.4114
H -6.0500 -3.1509 -7.2350
H -5.2429 -2.9712 -8.8065
H -4.2945 -3.1073 -7.3210
H -6.1512 -0.7941 -8.0603
H -4.3947 -0.7119 -8.0901
H -2.3720 -0.1091 -3.7918
H -3.0135 -1.6834 -3.2505
H -3.5347 -0.1849 -2.4644
*
```

---

DFT (wB97M-V/def2-TZVPD) results for 2 unconnected molecules or ions with the total composition C7H16O2 in a non-equilibrium geometry.

* SMILES: C=C(CC)CCCO.O
* highest occupied orbital energy: -9.19 eV
* relative energy (zero: lowest compared OMol25 entry of this formula, charge and spin): 2.443 eV

```
! RIJCOSX wB97M-V def2-TZVPD def2/J DEFGRID3
* xyz 0 1
C 1.0801 -0.4936 2.3262
C 0.4968 -0.4566 1.1363
C 1.1274 -1.2589 0.0110
C 0.9190 -2.7305 0.2760
C -0.9174 0.0019 0.8729
C -0.8897 1.5427 0.7018
C 0.0033 2.0949 -0.3902
O -0.7404 2.6955 -1.5138
H 2.1001 -0.8387 2.4426
H 0.6628 -0.0737 3.2383
H 0.7313 -1.0334 -0.9781
H 2.2115 -1.1136 -0.1379
H -0.1427 -3.0341 0.1481
H 0.9655 -3.0880 1.3105
H 1.5214 -3.4113 -0.3226
H -1.4943 -0.2620 1.7669
H -1.4652 -0.3716 0.0150
H -0.5304 1.9955 1.6198
H -1.8860 1.9577 0.5073
H 0.7357 1.4313 -0.8615
H 0.5163 3.0077 -0.0926
H -0.8326 2.0662 -2.2360
O -0.9394 -1.1071 -2.3239
H -0.2700 -1.7639 -2.5823
H -0.7213 -0.3224 -2.8185
*
```

---

DFT (wB97M-V/def2-TZVPD) results for a molecular structure, C12H18Cl4O4Zr in a non-equilibrium geometry.

* highest occupied orbital energy: 1.01 eV
* relative energy (zero: lowest compared OMol25 entry of this formula, charge and spin): 1.414 eV

```
! RIJCOSX wB97M-V def2-TZVPD def2/J DEFGRID3
* xyz -2 1
C 0.3208 -1.1325 -2.2822
C 1.1887 -0.0016 -2.4304
C 0.3744 1.1763 -2.3874
C 2.6467 -0.0458 -2.5349
C -0.9910 0.7608 -2.3132
C -1.0120 -0.6609 -2.2016
C -2.2224 -1.4961 -2.0647
C 0.7500 -2.5367 -2.1498
C 0.8475 2.5615 -2.4235
C -2.1733 1.6241 -2.4500
Zr -0.3109 -0.4247 1.5275
Cl 3.5913 1.9601 -0.1729
Cl 1.7366 -1.3432 0.7547
O -1.2431 1.0202 0.5472
H 3.0315 -1.0346 -2.2581
H 3.0679 0.6743 -1.7714
H 3.0081 0.2574 -3.5295
H 1.7868 2.6452 -1.8447
H 0.0949 3.2368 -1.9915
H 1.0277 2.8809 -3.4629
H -2.0163 2.5991 -1.9751
H -3.0588 1.1497 -2.0123
H -2.3878 1.8084 -3.5175
H -3.0106 -0.9461 -1.5350
H -2.0054 -2.3972 -1.4743
H -2.6146 -1.8001 -3.0485
H 1.6928 -2.5828 -1.5826
H 0.8935 -3.0305 -3.1276
H 0.0112 -3.1052 -1.5656
H -1.9455 1.6902 0.6522
O -1.3555 -2.0808 1.3208
H -1.5122 -2.9702 1.6523
Cl 2.5587 1.4711 5.1686
C 0.8208 1.6652 4.8440
Cl 0.2147 3.2996 4.5075
C 0.4787 0.8698 3.6039
O -0.5254 0.0561 3.6594
O 1.1452 1.0314 2.5366
H 0.2358 1.2460 5.6542
*
```

---

DFT (wB97M-V/def2-TZVPD) results for 12 unconnected molecules or ions with the total composition C36H60Cl12O18 in a non-equilibrium geometry.

* SMILES: C[C@H]1COC(=O)O1.C[C@H]1COC(=O)O1.C[C@H]1COC(=O)O1.C[C@H]1COC(=O)O1.C[C@H]1COC(=O)O1.C[C@H]1COC(=O)O1.ClCCCl.ClCCCl.ClCCCl.ClCCCl.ClCCCl.ClCCCl
* highest occupied orbital energy: -9.94 eV
* relative energy (zero: lowest compared OMol25 entry of this formula, charge and spin): 0.443 eV

```
! RIJCOSX wB97M-V def2-TZVPD def2/J DEFGRID3
* xyz 0 1
C 3.4608 1.2067 -16.5003
C 3.6793 1.5147 -18.0407
C 2.6589 2.3608 -18.7661
O 3.3858 3.4138 -19.3211
C 4.6974 3.2430 -19.0850
O 5.4980 4.0754 -19.4222
O 4.9370 2.1964 -18.2994
H 2.8412 0.3229 -16.3480
H 3.0553 2.0758 -15.9823
H 4.4370 0.9536 -16.0867
H 3.7200 0.5398 -18.5265
H 1.8827 2.7412 -18.1022
H 2.2285 1.8453 -19.6247
C 8.7313 6.4683 -23.9511
C 10.0975 6.5757 -24.6714
C 10.0994 6.8224 -26.1648
O 10.9989 7.9700 -26.3695
C 11.2426 8.5372 -25.1647
O 11.8372 9.6243 -25.0165
O 10.6624 7.8292 -24.2022
H 8.2592 5.5117 -24.1750
H 8.1666 7.3374 -24.2886
H 8.8420 6.4437 -22.8670
H 10.7977 5.8008 -24.3594
H 9.1102 7.0351 -26.5704
H 10.4342 5.9719 -26.7586
C 17.0399 1.7333 -18.9806
C 16.4553 2.5297 -17.7683
C 16.5770 3.9656 -17.9297
O 15.2416 4.4070 -18.0083
C 14.3857 3.3723 -17.8973
O 13.1709 3.3215 -18.1143
O 15.0735 2.2614 -17.7704
H 18.1132 1.9162 -19.0325
H 16.5581 1.9669 -19.9300
H 16.9461 0.6690 -18.7648
H 16.8547 2.1367 -16.8333
H 17.0583 4.1777 -18.8844
H 16.9215 4.5271 -17.0613
C 9.9670 2.3614 -19.1317
C 8.7164 3.2632 -19.0183
C 8.5578 4.1177 -17.7453
O 8.4116 5.4131 -18.2813
C 8.4335 5.4001 -19.6747
O 8.3259 6.4124 -20.3691
O 8.8580 4.1873 -20.0843
H 9.9845 1.7889 -20.0591
H 9.9890 1.6964 -18.2683
H 10.9116 2.9005 -19.0605
H 7.8970 2.5608 -19.1709
H 9.4815 4.0000 -17.1786
H 7.7711 3.6370 -17.1638
C 7.3638 -2.0526 -13.4741
C 8.1125 -1.3037 -14.5672
C 8.6615 -2.1338 -15.7370
O 8.5670 -1.2446 -16.7981
C 7.8173 -0.2575 -16.4532
O 7.5376 0.7554 -17.0983
O 7.3176 -0.4081 -15.2028
H 8.0233 -2.5779 -12.7832
H 6.6683 -2.7593 -13.9267
H 6.8408 -1.3414 -12.8347
H 8.9298 -0.7753 -14.0762
H 8.0809 -3.0398 -15.9111
H 9.6998 -2.3091 -15.4554
C 8.2955 5.1746 -14.3744
C 7.4362 4.9152 -13.1451
C 6.2574 3.9636 -13.3528
O 6.4690 2.7533 -12.5924
C 7.7355 2.8721 -12.0031
O 8.1794 1.9538 -11.3564
O 8.2286 4.1385 -12.2408
H 9.0652 5.8844 -14.0711
H 7.7091 5.5936 -15.1921
H 8.7300 4.2914 -14.8428
H 7.1016 5.8256 -12.6477
H 6.3636 3.6455 -14.3899
H 5.3262 4.5155 -13.2251
Cl 4.8279 9.0264 -16.8494
C 5.8080 8.1078 -18.0368
C 4.9734 7.1235 -18.7995
Cl 3.6380 7.9066 -19.6226
H 6.4351 7.5469 -17.3438
H 6.4540 8.7627 -18.6216
H 4.4961 6.3704 -18.1725
H 5.6639 6.6384 -19.4894
Cl 7.3655 -0.0853 -21.9510
C 7.1429 -0.3852 -20.1889
C 6.3144 -1.6335 -19.8705
Cl 4.5810 -1.5168 -20.1681
H 6.7164 0.5262 -19.7699
H 8.1282 -0.3850 -19.7227
H 6.3234 -1.7873 -18.7914
H 6.7120 -2.5465 -20.3136
Cl 12.7267 -0.4683 -19.7525
C 13.2278 -0.8628 -18.0926
C 12.3566 -0.0526 -17.1875
Cl 12.9124 -0.4071 -15.5867
H 14.2963 -0.6477 -18.0899
H 13.0986 -1.9257 -17.8884
H 11.2879 -0.2090 -17.3348
H 12.6363 0.9772 -17.4097
Cl 12.6540 9.1074 -17.8302
C 11.4953 7.9230 -18.6511
C 11.7453 6.5097 -18.1058
Cl 11.2414 6.5230 -16.3912
H 11.5766 7.9385 -19.7379
H 10.4567 8.1844 -18.4486
H 12.8141 6.2967 -18.1263
H 11.1762 5.7502 -18.6418
Cl 8.7265 10.3122 -20.1954
C 9.2275 9.7388 -21.7903
C 8.2055 10.0856 -22.8629
Cl 6.6486 9.3168 -22.6064
H 9.3396 8.6572 -21.7152
H 10.2051 10.1673 -22.0110
H 8.4195 9.6285 -23.8290
H 8.0172 11.1576 -22.9219
Cl 10.3129 2.2897 -15.3193
C 11.8101 3.0855 -14.9181
C 11.9636 3.1192 -13.3773
Cl 11.9842 1.4859 -12.6688
H 11.8108 4.1250 -15.2463
H 12.5778 2.5589 -15.4851
H 11.1074 3.6522 -12.9639
H 12.8550 3.6417 -13.0302
*
```

---

DFT (wB97M-V/def2-TZVPD) results for C8H12IO3PS in the gas phase in a non-equilibrium geometry.

* highest occupied orbital energy (spin up / spin down): -8.16 / -8.16 eV
* relative energy (zero: lowest compared OMol25 entry of this formula, charge and spin): 0.000 eV

```
! RIJCOSX wB97M-V def2-TZVPD def2/J DEFGRID3
* xyz 0 1
C 1.4609 -2.4584 -0.6648
C 2.4931 -2.2474 -1.5404
C 1.2435 -1.5417 0.3298
C 2.8859 -0.1214 -0.2384
C -3.1626 0.1978 1.5262
C -0.0213 1.5437 -2.2954
C -1.9825 -0.3338 2.2987
C 0.2169 1.6886 -0.7553
O 0.7499 0.6178 1.9596
O -1.0810 -1.2202 1.5368
O -0.5105 0.5118 -0.1654
P 0.2027 -0.3496 1.0261
S 3.5195 -0.9404 -1.4884
I 3.7331 1.5593 0.7229
H 0.9514 -3.4059 -0.6771
H 2.6191 -2.9279 -2.3724
H -4.0173 -0.4876 1.4379
H -3.4926 1.0637 2.0487
H -2.7429 0.6519 0.6509
H -0.6927 2.3218 -2.7538
H 0.9482 1.5627 -2.9113
H -0.4603 0.6504 -2.5900
H -2.4444 -0.8764 3.1568
H -1.2917 0.4046 2.6521
H -0.4352 2.5202 -0.3441
H 1.3107 1.6165 -0.5497
*
```

---

DFT (wB97M-V/def2-TZVPD) results for a molecular structure, C23H37IInO4 in a non-equilibrium geometry.

* highest occupied orbital energy: -16.03 eV

```
! RIJCOSX wB97M-V def2-TZVPD def2/J DEFGRID3
* xyz 3 1
C 3.6382 3.9039 3.0485
C 3.6822 2.4910 2.5372
C 4.9356 1.6174 2.6870
C 4.9351 0.3590 2.1895
C 3.8015 -0.2097 1.5111
C 3.7981 -1.5516 0.9358
C 4.3944 -2.6591 1.8819
C 4.7555 -1.4580 -0.3646
C 2.5478 0.6688 1.3579
O 1.4978 0.2047 0.7276
C 1.0375 1.1282 -0.3537
C 0.1259 0.4062 -1.4066
C 0.8178 0.3459 -2.8216
C 1.2066 -1.1109 -3.2695
C 2.7299 -1.2032 -3.6497
I 0.1421 -1.6238 -5.1381
O -1.0920 1.1114 -1.6071
C -1.9146 1.0292 -0.5113
O -1.6984 0.3482 0.4601
O -2.9970 1.8339 -0.5772
C -4.1091 1.1441 -1.2572
C -5.2315 0.9251 -0.2217
C -5.6115 2.2820 0.4729
C -4.9077 -0.1274 0.8782
C -4.3759 -1.4999 0.3596
C -3.5378 -2.1777 1.5124
C -5.6054 -2.4120 0.0055
C 2.5595 1.9666 1.8788
H 4.1053 3.9037 4.0541
H 2.5774 4.2014 3.1111
H 4.1766 4.6092 2.3816
H 5.8024 2.0731 3.1827
H 5.8414 -0.2483 2.2881
H 2.7914 -1.8770 0.6256
H 5.2969 -2.3561 2.4341
H 4.6754 -3.5135 1.2369
H 3.6162 -3.0559 2.5598
H 4.3420 -0.6429 -0.9895
H 5.7402 -1.1173 -0.0071
H 4.7791 -2.4089 -0.9133
H 1.9183 1.6161 -0.8046
H 0.4235 1.9007 0.1460
H -0.0875 -0.6162 -1.0472
H 1.7252 0.9692 -2.8572
H 0.1079 0.7394 -3.5670
H 0.9832 -1.8531 -2.4893
H 3.2374 -1.6509 -2.7787
H 3.1509 -0.2184 -3.9034
H 2.8978 -1.8896 -4.4948
H -3.7493 0.2207 -1.7449
H -4.5068 1.7965 -2.0578
H -6.1338 0.5904 -0.7725
H -4.9847 3.1369 0.1675
H -6.6493 2.5413 0.2021
H -5.4827 2.1603 1.5599
H -5.8611 -0.3356 1.4051
H -4.2246 0.2733 1.6516
H -3.6857 -1.4276 -0.5010
H -4.1327 -2.8810 2.1144
H -3.0218 -1.4127 2.1169
H -2.7445 -2.7734 1.0097
H -5.2538 -3.2735 -0.5907
H -6.3148 -1.7972 -0.5780
H -6.0460 -2.7633 0.9508
H 1.6557 2.5688 1.7413
In -2.4896 -0.9210 -6.1081
*
```

---

Number 1: E_tot -133111.6924 eV. Number 2: E_tot -633540.0751 eV. Number 3: E_tot -16670.9798 eV. Number 4: E_tot -58257.0722 eV. Number 5: E_tot -11611.8082 eV. Number 6: E_tot -72300.9850 eV. Number 7: E_tot -225430.8343 eV. Number 8: E_tot -42853.9922 eV. Number 9: E_tot -45883.5365 eV.